{
  "formula": "C9H19N2O",
  "method": "wB97M-V/def2-TZVPD",
  "smiles": "CC(C)=[N+](C)C(C)(C)[C@H](C)N=O",
  "mol_weight_g_mol": 171.3,
  "homo_lumo_gap_ev": 8.91,
  "max_force_ha_per_bohr": 0.1082,
  "e_above_lowest_kcal_mol": 133.2,
  "e_tot_ev": -14657.058,
  "charge": 1,
  "elements": ["C", "C", "C", "N", "C", "C", "C", "C", "C", "C", "N", "O", "H", "H", "H", "H", "H", "H", "H", "H", "H", "H", "H", "H", "H", "H", "H", "H", "H", "H", "H"],
  "coordinates": [[2.918, -0.062, 1.011], [1.773, -0.615, 0.191], [2.064, -1.893, -0.550], [0.714, 0.152, 0.239], [0.745, 1.573, 0.641], [-0.773, -0.056, -0.148], [-1.119, -1.503, -0.470], [-1.468, 0.288, 1.236], [-1.120, 0.805, -1.422], [-2.616, 1.238, -1.517], [-0.713, 0.504, -2.754], [0.250, -0.210, -2.915], [3.211, 0.926, 0.860], [3.771, -0.629, 0.633], [2.674, -0.185, 1.999], [1.180, -2.641, -0.456], [2.993, -2.188, -0.263], [1.951, -1.695, -1.612], [1.634, 1.980, 0.520], [0.093, 2.279, 0.180], [0.566, 1.524, 1.716], [-0.936, -2.106, 0.314], [-0.589, -1.995, -1.307], [-2.305, -1.598, -0.588], [-2.445, 0.183, 1.072], [-1.418, 1.249, 1.698], [-1.219, -0.352, 2.002], [-0.760, 1.795, -1.326], [-2.910, 2.001, -2.192], [-3.041, 1.660, -0.544], [-3.064, 0.287, -1.870]],
  "mulliken_charge": [-1.63, 1.43, -1.45, 0.17, -1.40, 1.60, -2.17, -2.27, 0.19, -1.25, -0.29, -0.26, 0.46, 0.45, 0.38, 0.30, 0.53, 0.33, 0.53, 0.32, 0.56, 0.70, 0.36, 0.36, 0.75, 0.52, 0.49, 0.27, 0.39, 0.28, 0.35]
}


{
  "formula": "C6H8N2O2S",
  "method": "wB97M-V/def2-TZVPD",
  "smiles": "C=C1C/C=C\\C(=S)N(O)ON1",
  "mol_weight_g_mol": 172.2,
  "homo_lumo_gap_ev": 8.92,
  "max_force_ha_per_bohr": 0.1163,
  "e_above_lowest_kcal_mol": 186.7,
  "e_tot_ev": -24254.675,
  "charge": 0,
  "elements": ["C", "C", "C", "C", "C", "C", "S", "N", "O", "O", "N", "H", "H", "H", "H", "H", "H", "H", "H"],
  "coordinates": [[-0.426, 1.365, 0.656], [0.766, 0.939, 0.262], [1.224, 0.870, -1.104], [0.383, -0.072, -1.941], [-0.607, -0.808, -1.466], [-0.964, -0.937, -0.037], [-2.628, -0.936, 0.436], [-0.187, -1.282, 0.923], [-0.672, -1.485, 2.168], [1.166, -1.222, 0.949], [1.491, 0.169, 1.206], [-0.918, 1.278, 1.661], [-0.894, 2.096, -0.090], [2.220, 0.579, -0.982], [0.966, 1.734, -1.634], [0.565, 0.092, -3.073], [-1.271, -1.301, -2.188], [-1.551, -1.399, 2.015], [1.339, 0.322, 2.238]],
  "mulliken_charge": [-0.44, 0.13, -0.90, -0.63, -0.39, 0.33, -0.46, 0.62, -0.39, -0.33, -0.29, 0.27, 0.26, 0.46, 0.42, 0.30, 0.38, 0.29, 0.37]
}